# C13H26CeNO3P2

C13H26CeNO3P2 as an isolated structure in a non-equilibrium geometry (ωB97M-V/def2-TZVPD, the OMol25 dataset).

```
46
Properties=species:S:1:pos:R:3:forces:R:3:mulliken_charge:R:1
Ce -0.215473 -1.484507 -0.739439 0.90 -0.34 -1.86 0.638
P -2.070619 0.857957 -0.188020 -1.46 2.21 -0.65 1.061
C -1.488543 0.686842 -1.940845 -1.49 -1.30 -0.35 -1.184
C -0.107227 1.175355 -2.264762 0.72 -0.32 -0.05 0.540
N 0.900855 0.433909 -1.703867 -0.25 0.28 0.62 0.190
C 2.190316 0.845439 -1.759132 0.01 -0.04 -0.29 0.635
C 2.542631 1.957583 -2.516792 -1.60 -0.15 -0.05 -0.788
C 1.526221 2.655097 -3.167147 -0.16 0.51 -0.80 -0.429
C 0.175956 2.264562 -3.059136 -0.23 0.09 0.50 -0.845
C 3.242377 0.091735 -0.989148 -0.66 0.07 -0.03 -1.244
P 2.694277 -1.498151 -0.239040 0.91 0.25 -0.50 0.759
H -0.668247 2.817604 -3.500924 0.74 -0.16 0.06 0.498
H 3.556207 2.257340 -2.586212 0.77 0.30 -0.06 0.585
H 1.750530 3.531471 -3.806694 0.02 -0.61 0.55 0.454
H 4.074351 -0.120080 -1.651930 0.34 0.06 0.01 0.598
H 3.596744 0.713078 -0.165938 0.11 0.19 -0.12 0.476
H -1.764770 -0.496372 -2.317781 0.46 1.94 0.07 0.320
H -2.275332 1.250825 -2.519720 0.72 -0.52 0.55 0.740
H -1.703903 -3.114709 -1.805831 -0.18 -0.88 -0.35 0.469
O -1.699537 -1.984425 -2.648447 0.97 0.37 2.63 -0.749
H -1.802324 -2.270079 -3.536423 -0.08 -0.33 -1.54 0.192
H -1.712640 -2.555906 0.179769 -1.94 -0.28 1.19 0.502
O -1.227699 -3.710132 -1.047515 0.33 0.83 0.82 -0.666
H -1.695746 -4.486289 -0.691195 0.05 0.14 -0.34 0.324
C 3.512921 -2.693247 -1.334666 -0.53 -0.50 -0.22 -1.449
H 4.563303 -2.781919 -1.047473 -0.10 0.02 -0.12 0.463
H 3.025990 -3.667970 -1.231395 0.28 -0.03 -0.09 0.456
H 3.436855 -2.374570 -2.376373 0.01 -0.09 0.02 0.432
C 3.711067 -1.584016 1.256183 -0.50 -0.16 0.73 -1.142
H 3.158858 -2.161722 2.009510 0.42 0.12 0.01 0.373
H 4.659566 -2.086116 1.033495 -0.22 0.18 0.07 0.389
H 3.891722 -0.574275 1.641156 -0.02 -0.28 0.05 0.427
C -1.454778 2.454559 0.422582 0.42 -0.29 0.35 -1.343
H -1.983692 3.267563 -0.117230 0.25 -0.52 0.26 0.427
H -1.671841 2.521028 1.507550 0.14 0.19 -0.60 0.508
H -0.359529 2.539651 0.238199 -0.72 0.01 0.23 0.369
C -3.874546 0.943236 -0.261999 -0.04 -0.40 0.12 -1.323
H -4.258506 0.943719 0.772316 0.06 -0.02 -0.38 0.448
H -4.187086 1.868614 -0.763334 0.16 -0.18 0.08 0.502
H -4.272805 0.071532 -0.806307 0.08 0.27 0.24 0.414
C -1.507354 -0.291232 2.343444 0.52 0.07 0.51 -1.301
C -1.562339 -0.503635 0.877903 -0.16 -1.90 -0.94 0.499
O -2.269300 -1.751882 0.506250 1.16 1.20 -0.47 -0.376
H -1.028470 0.670548 2.576659 -0.16 -0.34 0.10 0.373
H -0.927698 -1.099712 2.822495 -0.30 0.31 -0.02 0.427
H -2.533208 -0.307379 2.742102 0.29 0.01 0.06 0.351
```
Positions in Å, forces in eV/Å.

Calculated values
Charge: +3
LUMO (alpha / beta): -12.443 / -12.445 eV
HOMO level (alpha / beta): -0.70605 / -0.70605 hartree

=====

# C37H43BrN6O5S

A 7-piece molecular cluster, C37H43BrN6O5S overall in a non-equilibrium geometry (ωB97M-V/def2-TZVPD, the OMol25 dataset).

```
93
Properties=species:S:1:pos:R:3:forces:R:3:mulliken_charge:R:1
C 7.221137 5.826430 -2.960602 -0.89 -0.85 0.52 -0.818
C 6.039805 6.691872 -3.588490 0.12 4.30 1.04 0.677
O 5.991089 7.907955 -3.255837 -0.15 -4.61 -1.37 -0.561
O 5.034521 6.220258 -4.467391 2.74 -0.83 1.32 -0.308
C 5.290998 4.874499 -4.940499 -1.51 -1.50 -1.04 -0.555
C 4.847836 3.727337 -3.874220 2.50 1.39 0.05 -0.329
O 3.676936 2.976047 -4.295991 -0.03 1.84 2.07 -0.350
S 2.384918 3.366308 -3.271905 -0.17 -0.79 1.63 0.525
O 2.708736 3.041656 -1.833423 0.16 1.83 -3.59 -0.608
O 2.238568 5.058600 -3.473334 0.18 -1.91 -0.74 -0.149
C 0.944681 5.199416 -4.191194 -0.52 -0.97 1.35 -0.856
C -0.200815 5.137385 -3.028025 -0.13 0.37 -2.59 0.116
C -1.543263 5.728678 -3.730686 0.09 -0.60 1.18 -0.903
Br 0.475213 6.282760 -1.545127 -0.80 -0.63 -0.52 -0.145
H 6.738319 5.152555 -2.154679 0.70 0.92 -1.26 0.255
H 7.950163 6.499721 -2.385343 -1.25 -0.81 -1.31 0.293
H 7.744444 5.126038 -3.688665 -0.61 1.09 0.90 0.277
H 4.593730 4.718197 -5.848323 1.11 0.44 1.41 0.326
H 6.351915 4.727952 -5.329545 -1.33 0.31 0.78 0.346
H 5.754383 3.037477 -3.745742 -1.60 0.60 -0.17 0.319
H 4.709507 4.284328 -2.876310 -0.10 -1.10 -1.39 0.336
H 0.893981 6.173044 -4.775059 0.40 -1.28 0.94 0.431
H 0.877253 4.265432 -4.866799 -0.41 1.75 0.68 0.387
H -0.369787 4.062496 -2.659797 0.48 1.77 -0.37 0.340
H -2.394273 5.032720 -3.380031 1.09 1.36 -0.85 0.292
H -1.721103 6.782643 -3.334106 0.14 -1.42 -0.71 0.255
H -1.455352 5.743412 -4.881104 -0.14 -0.14 1.88 0.300
N 1.894980 -2.089403 0.625363 0.09 0.76 -0.39 -0.329
C 1.858634 -0.885806 1.227357 -0.05 -0.48 -0.30 0.372
C 2.045887 0.314522 0.561388 0.00 -0.12 -0.03 -1.288
C 2.288891 0.278375 -0.804008 0.03 0.09 -0.24 0.223
C 2.333389 -0.949180 -1.449512 -0.05 0.06 0.20 -0.531
C 2.130099 -2.094081 -0.696652 -0.11 -0.25 0.49 -0.463
H 1.668607 -0.908130 2.295824 0.00 0.10 -0.02 0.418
H 2.003293 1.254799 1.096908 0.00 -0.05 -0.02 0.423
H 2.441991 1.199730 -1.360034 -0.05 -0.40 0.29 0.462
H 2.521180 -1.014988 -2.514105 -0.01 -0.03 0.05 0.403
H 2.151973 -3.076501 -1.157864 0.02 0.04 -0.03 0.406
N -1.830115 -2.435574 4.658975 0.13 -0.22 -0.55 -0.594
C -2.778473 -2.907259 3.834033 0.32 0.25 0.44 -0.302
C -2.518513 -3.421835 2.573623 0.10 0.11 -0.10 -0.576
C -1.202743 -3.448795 2.134465 0.03 -0.02 -0.09 -0.304
C -0.202839 -2.965912 2.965804 -0.05 -0.08 0.09 -0.162
C -0.565556 -2.475013 4.210032 -0.52 0.04 0.28 -0.483
H -3.791480 -2.862021 4.220695 0.00 -0.04 -0.07 0.372
H -3.324271 -3.791731 1.951247 0.00 0.00 0.07 0.529
H -0.958596 -3.842605 1.153729 0.01 0.04 0.06 0.458
H 0.833826 -2.971154 2.654829 -0.09 -0.07 -0.03 0.661
H 0.181017 -2.089544 4.897668 0.03 -0.02 -0.05 0.395
N -4.444962 -6.423827 1.893620 0.41 -0.55 -0.06 -0.491
C -4.875356 -7.401910 1.079989 0.12 0.66 0.08 -0.226
C -4.246492 -8.630602 0.952609 0.20 0.00 0.15 -0.287
C -3.104481 -8.864890 1.704511 0.00 -0.10 -0.03 -0.234
C -2.636926 -7.870343 2.552013 -0.05 -0.09 -0.07 -0.615
C -3.338723 -6.677405 2.611322 -0.46 0.15 -0.13 -0.161
H -5.767644 -7.170426 0.512239 0.11 -0.08 0.07 0.488
H -4.639659 -9.384763 0.282204 -0.01 0.05 0.03 0.298
H -2.583548 -9.813525 1.631248 -0.02 0.06 0.01 0.368
H -1.748389 -8.018802 3.152960 -0.05 0.04 -0.02 0.378
H -3.015409 -5.871284 3.261187 0.06 -0.12 0.01 0.526
N 6.300630 -2.893592 4.834441 -0.47 0.06 -0.43 -0.574
C 6.361909 -2.026942 3.811109 0.09 -0.31 0.46 -0.273
C 5.354522 -1.868512 2.872909 -0.07 -0.09 0.07 -0.475
C 4.216334 -2.652670 2.993099 -0.15 -0.01 -0.07 0.052
C 4.127617 -3.558262 4.040807 0.08 0.12 -0.07 -0.614
C 5.188287 -3.638689 4.928934 0.50 0.23 0.09 -0.227
H 7.272539 -1.438968 3.757662 -0.04 0.01 -0.04 0.342
H 5.457188 -1.150630 2.068319 0.00 -0.02 0.03 0.386
H 3.406274 -2.558612 2.277328 0.17 -0.12 0.09 0.654
H 3.254271 -4.186723 4.165029 0.04 0.02 0.01 0.374
H 5.164431 -4.328879 5.766313 -0.05 0.00 -0.04 0.350
N -1.218021 10.333195 -2.327251 0.14 0.29 0.55 -0.531
C -2.067609 11.170899 -1.712108 0.26 -0.37 -0.35 -0.170
C -1.772225 11.843981 -0.537658 0.11 -0.03 0.04 -0.369
C -0.527964 11.639220 0.040785 0.03 0.03 0.08 -0.173
C 0.369002 10.777022 -0.572918 -0.11 0.10 0.07 -0.451
C -0.020491 10.154298 -1.747730 -0.42 -0.04 -0.39 -0.250
H -3.028487 11.295623 -2.200769 0.01 0.04 0.06 0.354
H -2.496431 12.510740 -0.086530 0.02 -0.04 -0.04 0.346
H -0.259742 12.146857 0.960905 -0.02 -0.03 -0.06 0.363
H 1.348336 10.593311 -0.149051 -0.04 -0.01 -0.05 0.350
H 0.646831 9.474107 -2.266997 0.02 0.03 0.08 0.533
N -7.773816 -8.216317 1.121227 -0.80 -0.56 0.06 -0.267
C -8.027911 -9.188439 0.230964 0.19 0.45 0.34 0.000
C -9.044609 -10.118697 0.373394 -0.05 0.00 0.09 -0.682
C -9.846247 -10.046314 1.503184 -0.07 -0.05 0.03 -0.102
C -9.604626 -9.052695 2.440664 -0.01 -0.11 -0.12 -0.571
C -8.565096 -8.167739 2.204071 0.41 0.14 -0.36 -0.212
H -7.372014 -9.205950 -0.633998 -0.05 -0.05 -0.03 0.367
H -9.205289 -10.880453 -0.379256 0.03 0.05 0.03 0.353
H -10.651695 -10.757229 1.651630 0.05 0.04 -0.01 0.358
H -10.210117 -8.967028 3.334225 0.05 0.02 -0.04 0.354
H -8.338948 -7.371271 2.905871 -0.03 -0.04 0.01 0.377
```
Positions in Å, forces in eV/Å.

Calculated values
Charge: 0
LUMO: 0.334 eV
HOMO level: -0.34051 hartree

=====

# C42H33AsF5GaN5SSe

C42H33AsF5GaN5SSe as an isolated structure (ωB97M-V/def2-TZVPD, the OMol25 dataset).

```
89
Properties=species:S:1:pos:R:3:forces:R:3:mulliken_charge:R:1
Ga 0.133019 -0.825728 -2.479014 0.08 -0.17 -0.09 -0.083
Se 4.776528 4.851461 -1.020586 0.00 -0.01 -0.01 0.272
N 5.042339 3.101932 -1.181432 -0.01 -0.01 0.04 -0.899
C 3.928672 2.587188 -1.625847 0.01 -0.04 0.02 0.956
C 3.734405 1.158370 -1.846137 0.02 0.01 0.00 0.397
C 4.723822 0.191211 -1.659166 -0.01 0.02 0.03 -0.445
C 4.423495 -1.136106 -1.885118 -0.01 -0.02 -0.02 -1.131
C 3.130244 -1.486487 -2.256556 0.03 0.02 0.00 0.098
N 2.183738 -0.570276 -2.425163 -0.06 0.09 0.10 0.037
C 2.478508 0.730165 -2.245818 -0.08 0.02 -0.05 -0.068
C 1.395094 1.674775 -2.524701 0.00 -0.04 -0.01 0.214
N 0.226638 1.140783 -2.930141 0.10 0.08 -0.02 0.133
C -0.786609 1.935895 -3.252153 -0.03 0.01 0.01 -0.348
C -0.677750 3.319264 -3.167541 0.01 -0.02 0.00 -0.874
C 0.497211 3.875643 -2.707933 0.00 0.01 0.01 -0.586
C 1.568545 3.040951 -2.379742 0.03 0.02 0.02 0.390
C 2.854077 3.514527 -1.875291 -0.05 0.02 0.01 0.785
N 3.103268 4.769338 -1.615981 0.01 -0.01 0.01 -0.924
H 5.710407 0.501020 -1.340335 0.00 0.00 0.00 0.592
H 5.169643 -1.907765 -1.764171 0.00 0.00 0.01 0.464
H 2.840394 -2.517630 -2.416771 0.01 0.00 0.01 0.520
H -1.704627 1.452443 -3.559871 0.03 0.02 -0.01 0.693
H -1.519934 3.936296 -3.444267 0.00 0.00 0.01 0.487
H 0.610139 4.946414 -2.598813 0.00 0.00 0.00 0.559
F -5.096084 -4.261794 -1.435980 0.01 0.01 -0.01 -0.336
C -4.050880 -3.783792 -2.094993 -0.02 0.00 0.01 0.773
C -3.920355 -2.418847 -2.291984 0.05 -0.05 -0.02 0.031
F -4.840484 -1.581592 -1.819657 -0.07 -0.04 -0.02 -0.404
C -2.819781 -1.940191 -2.971763 -0.03 0.04 -0.01 -0.010
F -2.699980 -0.603814 -3.121386 -0.02 -0.07 0.00 -0.257
C -1.820848 -2.773603 -3.452422 0.00 -0.02 0.08 0.562
S -0.344783 -2.131929 -4.196074 -0.05 0.01 -0.02 -0.488
C -1.981484 -4.136460 -3.247864 0.05 -0.02 0.03 0.416
F -1.036189 -4.985694 -3.646313 -0.04 0.03 0.00 -0.414
C -3.082412 -4.645037 -2.581843 0.02 -0.02 0.03 0.258
F -3.195558 -5.951434 -2.376297 0.00 0.02 0.00 -0.346
C 5.156921 2.050257 2.628463 0.00 0.01 0.00 -1.826
C 3.824894 1.658626 2.053455 0.01 -0.01 -0.02 0.408
C 3.535377 0.338619 1.739682 0.01 0.00 -0.03 -0.648
C 2.297067 -0.059107 1.240421 0.00 -0.03 -0.05 0.676
C 2.087786 -1.529698 0.999202 0.00 0.00 0.00 -1.039
C 1.303113 0.906422 1.028610 -0.03 0.05 0.03 1.353
As -0.438290 0.705314 0.129548 -0.04 0.07 0.02 0.904
N -0.483609 -0.968524 -0.726572 0.05 -0.04 0.01 0.632
C -0.737843 -2.255366 -0.179877 -0.06 0.08 -0.05 1.199
C -1.668529 -2.462276 0.839936 -0.06 -0.01 -0.08 -0.715
C -1.909184 -3.737141 1.331493 -0.02 -0.01 0.01 -0.768
C -1.245367 -4.841554 0.817382 0.01 0.02 -0.01 -0.969
C -0.325816 -4.649258 -0.201688 0.03 -0.03 -0.04 -0.969
C -0.072241 -3.374507 -0.685103 0.03 -0.05 0.00 0.138
C -1.811658 0.705343 1.519419 0.00 -0.10 0.02 0.188
C -3.103033 0.999183 1.055798 -0.03 0.02 0.02 0.351
C -3.480938 1.153650 -0.398733 -0.01 0.02 0.03 -1.184
C -4.149103 1.117437 1.969834 0.01 0.01 -0.03 -1.013
C -3.954934 0.960387 3.328503 0.02 -0.01 0.03 0.749
C -5.084760 1.106374 4.307584 0.00 0.00 0.00 -1.601
C -2.670190 0.655380 3.769347 -0.03 0.01 0.00 -0.987
C -1.598551 0.515134 2.901314 0.01 -0.02 -0.03 0.813
C -0.276700 0.116094 3.500586 0.01 0.00 -0.01 -1.037
C 1.579607 2.253754 1.342963 0.03 0.00 0.01 0.455
C 0.544752 3.346595 1.225160 -0.01 -0.02 0.00 -2.333
C 2.826153 2.601087 1.853172 0.01 0.02 -0.07 -0.981
H 5.913854 1.292385 2.430644 0.00 0.00 0.00 0.398
H 5.085249 2.173342 3.710792 0.01 0.00 0.00 0.361
H 5.503722 2.997683 2.215257 0.00 0.01 -0.01 0.359
H 4.293890 -0.419878 1.904923 0.00 0.00 0.01 0.358
H 3.008468 -2.080346 1.190114 0.01 -0.01 0.02 0.574
H 1.764333 -1.741218 -0.016521 0.05 0.02 0.08 -0.112
H 1.314277 -1.942558 1.650821 -0.01 0.01 -0.01 0.208
H -2.230696 -1.630935 1.233305 -0.01 0.06 0.03 0.250
H -2.641222 -3.863965 2.119030 0.00 0.00 0.00 0.455
H -1.442707 -5.832996 1.200899 0.00 0.00 0.00 0.380
H 0.206048 -5.492473 -0.624691 -0.01 0.00 0.00 0.445
H 0.668295 -3.260210 -1.473951 -0.02 0.02 -0.01 0.128
H -2.627915 1.145649 -1.072877 0.01 0.00 0.00 -0.442
H -4.018457 2.092029 -0.546332 -0.01 0.00 -0.01 0.532
H -4.147006 0.343846 -0.701579 0.05 0.05 0.03 0.270
H -5.144072 1.333504 1.595180 0.00 0.00 0.00 0.410
H -6.044300 1.179462 3.798515 0.00 0.00 0.00 0.374
H -4.955090 2.004345 4.914180 0.00 0.00 0.00 0.314
H -5.122086 0.256240 4.989330 0.00 0.00 0.00 0.372
H -2.500641 0.504249 4.829899 0.00 0.00 0.00 0.459
H -0.421073 -0.196952 4.533412 0.00 0.00 0.00 0.527
H 0.443593 0.934865 3.496070 0.01 0.00 0.01 0.197
H 0.170047 -0.716375 2.958585 0.00 0.00 -0.01 -0.159
H -0.251849 3.215372 1.962437 -0.01 -0.01 -0.01 0.255
H 0.062960 3.363586 0.244696 0.01 0.00 -0.01 0.343
H 1.000779 4.320621 1.397691 -0.01 0.00 0.01 0.467
H 3.014291 3.639025 2.109435 0.01 0.01 0.00 0.459
```
Positions in Å, forces in eV/Å.

Calculated values
Charge: +1
LUMO: -4.036 eV
HOMO level: -0.38070 hartree

=====

charge of number 1 (C13H26CeNO3P2)? +3

=====

Which of these has the lowest charge? C37H43BrN6O5S

=====

What is the charge in the first record? +3

=====

Among the records above, which one has the highest charge? C13H26CeNO3P2